The following is a DFT calculation (ωB97M-V/def2-TZVPD) of C23H28F2N2O2Pt as an isolated structure.

- Net charge: +2
- F_max: 4.87 eV/A
- LUMO energy: -10.806 eV
- E_tot: -40031.8008 eV
- Highest occupied orbital energy: -14.7 eV

Geometry as XYZ:
```
58
Properties=species:S:1:pos:R:3:nbo_charge:R:1
Pt 0.272 1.317 -2.985 0.851
F 1.901 2.783 -0.214 -0.249
F 3.197 -2.433 -0.567 -0.365
O -0.829 4.182 -0.103 -0.423
O -3.713 0.455 -1.853 -0.417
N -2.786 3.317 2.038 -0.605
N 3.326 0.411 -1.297 -0.519
C -2.916 0.813 -1.018 0.500
C 3.966 0.523 -2.652 -0.257
C -1.521 -1.853 -2.256 -0.500
C 0.429 1.591 4.667 -0.622
C -0.618 -0.654 -1.776 0.080
C 5.273 -0.430 -2.614 -0.619
C -1.330 0.635 -1.172 0.060
C 2.054 -3.038 -1.189 0.045
C 1.185 1.715 -0.709 0.475
C -2.013 -2.586 -0.890 -0.395
C -2.735 -5.114 -1.118 -0.075
C -1.175 3.030 0.006 0.507
C 1.683 -2.054 -2.408 -0.499
C 0.980 -0.739 -1.842 -0.099
C -0.383 1.803 -0.639 -0.243
C -1.528 3.069 2.868 -0.241
C 1.922 0.418 -1.322 0.255
C -0.458 2.788 5.254 -0.404
C -1.566 -4.115 -0.804 -0.459
C -3.344 1.555 0.323 -0.283
C -3.649 -5.925 -1.233 -0.181
C -2.511 2.590 0.784 0.163
C -1.815 3.016 4.421 -0.418
H -1.204 -4.366 0.249 0.261
H 1.355 1.375 5.275 0.238
H 1.186 -3.151 -0.471 0.186
H -4.282 -6.720 -1.718 0.279
H -0.752 3.869 2.647 0.207
H -0.689 -4.256 -1.509 0.215
H 5.651 -0.395 -1.540 0.231
H -2.718 4.312 1.745 0.390
H 4.389 1.578 -2.758 0.247
H 2.686 -1.813 -2.894 0.262
H 3.705 1.111 -0.643 0.433
H 4.980 -1.507 -2.800 0.226
H -2.503 2.170 4.739 0.223
H 1.060 -2.553 -3.203 0.263
H -1.607 -2.013 0.012 0.208
H -2.456 -1.528 -2.797 0.299
H -3.145 -2.569 -0.795 0.270
H -0.212 0.647 4.599 0.202
H 3.308 0.217 -3.513 0.220
H -1.176 2.028 2.552 0.185
H 6.106 -0.055 -3.272 0.255
H -0.680 2.495 6.334 0.234
H -4.265 1.258 0.906 0.303
H -0.985 -2.591 -2.917 0.256
H 0.779 1.787 3.597 0.171
H 2.305 -4.078 -1.583 0.223
H -2.333 3.969 4.782 0.236
H 0.203 3.705 5.274 0.211
```

The following is a DFT calculation (ωB97M-V/def2-TZVPD) of a 8-piece molecular cluster, C36H94BF4N5O12 overall.

- Net charge: +3
- F_max: 3.45 eV/A
- LUMO energy (alpha / beta): -6.224 / -7.125 eV
- E_tot: -82392.1342 eV
- Highest occupied orbital energy (alpha / beta): -14.6 / -14.6 eV
- Spin multiplicity: 2

Geometry as XYZ:
```
152
Properties=species:S:1:pos:R:3:mulliken_spin:R:1
F 2.696 -4.069 4.022 0.000
F 3.018 -4.641 1.957 0.000
F 4.324 -2.972 2.828 0.000
F 2.122 -2.569 2.648 0.000
O -5.112 2.010 -3.526 0.924
O 4.863 3.148 -0.553 0.000
O -1.278 -4.167 1.835 0.000
O -2.533 2.535 4.647 0.000
O -5.202 0.373 9.138 0.000
O 0.008 -2.414 -6.137 0.000
O -4.645 -0.169 1.501 0.000
O 1.131 0.545 -1.308 0.002
O 1.827 -3.929 -2.627 0.000
O 5.017 2.000 -3.738 0.000
O 5.107 -1.448 -1.498 0.000
O 1.089 5.665 -2.440 0.000
N 2.517 3.390 -4.336 0.000
N -4.083 1.577 6.786 0.000
N 3.788 0.461 -0.194 0.000
N 0.587 -1.462 -3.465 0.000
N -3.933 -2.896 1.337 0.000
C -5.540 1.033 7.023 0.000
C 6.112 1.299 -3.203 0.000
C -0.279 1.889 0.304 -0.001
C 3.901 1.157 -4.190 0.000
C -3.998 1.456 -2.848 -0.028
C 2.049 4.616 -2.082 0.000
C -0.282 5.474 -2.395 0.000
C -2.060 1.389 5.385 0.000
C 0.246 -2.844 -7.421 0.000
C -5.467 -0.578 10.208 0.000
C -3.168 0.660 5.961 0.000
C -2.411 -4.988 1.568 0.000
C 5.148 -2.381 -2.586 0.000
C -3.049 -1.730 0.839 -0.002
C -0.067 -0.518 -4.466 -0.002
C -0.308 -2.667 -2.884 -0.003
C 4.802 2.516 0.757 0.000
C -5.094 1.096 2.076 0.000
C -0.777 -4.320 3.124 0.000
C -3.293 -0.434 1.689 0.000
C 2.110 3.349 -2.861 -0.003
C 0.092 -1.028 -5.930 0.001
C -5.586 -0.175 7.908 0.000
C -3.575 -4.307 0.755 0.000
C -1.657 3.412 3.913 0.000
C -4.032 1.435 -1.256 0.012
C 0.649 -3.495 -1.952 0.000
C 1.801 -4.980 -3.533 0.000
C 2.923 2.014 -5.022 0.000
C 4.085 -0.798 0.539 0.000
C 4.198 -1.887 -0.464 0.000
C 3.573 1.635 0.665 0.000
C 5.697 4.331 -0.516 0.000
C -2.699 2.138 -3.364 0.070
C 0.143 0.515 -0.298 -0.010
C 0.476 -0.454 0.812 0.000
B 3.044 -3.569 2.783 0.000
H 3.298 4.008 -4.502 0.000
H -0.683 -0.595 -6.562 0.000
H 5.266 5.080 0.149 0.000
H -4.253 2.493 6.397 0.000
H 2.916 0.353 -0.692 0.000
H 0.585 -1.470 0.432 0.000
H -2.804 -5.433 2.482 0.000
H -3.723 1.731 7.718 0.000
H -3.815 0.416 -3.121 0.038
H -4.877 -2.767 1.001 0.000
H 5.334 -3.422 -2.322 0.000
H -3.181 -1.343 -0.172 0.003
H 0.840 -5.159 -4.016 0.000
H 4.316 -2.280 -3.283 0.000
H -4.414 -5.001 0.692 0.000
H -2.601 2.095 -4.449 -0.002
H -3.960 -2.866 2.346 0.000
H 0.383 0.456 -4.275 -0.001
H -1.430 -3.797 3.823 0.000
H -1.145 2.073 0.940 0.001
H -6.472 -0.955 10.019 0.000
H -2.746 0.298 1.095 0.000
H 5.065 -0.529 0.931 0.000
H -1.100 -0.348 -4.164 0.003
H 0.578 2.220 0.889 0.000
H 0.164 -3.770 3.121 0.000
H -1.758 1.670 -3.074 -0.003
H 2.934 5.251 -2.132 0.000
H -4.884 -0.882 7.465 0.000
H 0.308 -3.931 -7.472 0.000
H -0.548 5.175 -1.381 0.000
H 5.695 1.899 0.860 0.000
H 1.404 -0.107 1.267 0.000
H 3.138 -2.010 -0.686 0.000
H -2.843 -0.468 2.681 0.000
H 1.238 -2.576 -7.785 0.000
H 3.346 -1.068 1.294 0.000
H -1.749 3.301 2.832 0.000
H 1.974 1.572 -5.325 0.000
H 1.446 -1.890 -3.778 0.000
H 6.081 1.174 -2.121 0.000
H -3.022 1.411 -0.847 -0.003
H 5.907 4.621 -1.545 0.000
H -0.773 -3.278 -3.657 0.000
H -0.682 3.308 4.388 0.000
H -1.539 0.705 4.715 0.000
H -3.717 0.261 5.108 0.000
H -0.415 2.522 -0.573 0.001
H 1.022 -2.979 -1.067 0.000
H -0.463 4.621 -3.049 0.000
H -0.796 6.363 -2.759 0.000
H -2.560 3.186 -3.099 -0.001
H -4.863 -1.455 9.978 0.000
H -1.431 1.815 6.166 0.000
H -1.941 -5.801 1.014 0.000
H -0.654 -0.020 -0.815 0.004
H -4.599 0.567 -0.920 -0.003
H -1.144 -2.234 -2.334 0.003
H -4.676 1.452 3.018 0.000
H -0.574 -2.608 -8.100 0.000
H -6.558 -0.667 7.922 0.000
H 3.442 2.391 -5.904 0.000
H -2.069 4.333 4.326 0.000
H -5.215 -0.216 11.204 0.000
H -0.447 -5.295 3.485 0.000
H -3.145 -4.358 -0.245 0.000
H 1.127 2.900 -3.007 0.002
H -4.769 1.754 1.270 0.000
H 1.836 4.269 -1.071 0.000
H 6.033 -2.122 -3.166 0.000
H -4.606 2.257 -0.828 -0.003
H 3.402 0.814 -3.283 0.000
H 4.591 3.262 1.523 0.000
H 4.539 -2.797 0.030 0.000
H 0.102 -4.386 -1.643 0.000
H 2.665 -4.995 -4.197 0.000
H 6.721 4.194 -0.168 0.000
H 7.061 1.835 -3.172 0.000
H -6.175 1.170 2.188 0.000
H -6.081 0.728 6.128 0.000
H 4.260 0.280 -4.727 0.000
H 6.280 0.327 -3.668 0.000
H 1.826 3.789 -4.956 0.000
H 1.007 -0.588 -6.326 0.000
H -2.828 -0.149 6.608 0.000
H 0.822 -0.838 -2.705 0.000
H 3.265 1.202 1.616 0.000
H -2.008 -2.040 0.929 0.000
H 4.428 0.513 -0.974 0.000
H -6.127 1.748 7.599 0.000
H 1.903 -5.919 -2.989 0.000
H 2.729 2.605 -2.360 0.001
H 2.775 2.242 0.238 0.000
H -0.197 -0.531 1.665 0.000
```

The following is a DFT calculation (ωB97M-V/def2-TZVPD) of an isolated molecule of C4I4S.

- Net charge: 0
- Relative energy (zero: lowest compared OMol25 entry of this formula, charge and spin): 0.586 eV
- F_max: 2.85 eV/A
- LUMO energy: -1.672 eV
- SMILES: Ic1sc(I)c(I)c1I
- E_tot: -47383.2206 eV
- Highest occupied orbital energy: -9.0 eV

Geometry as XYZ:
```
9
Properties=species:S:1:pos:R:3:nbo_charge:R:1
I 0.781 2.324 -2.462 0.219
I -2.949 1.734 -2.052 0.132
I -3.713 -0.797 1.093 0.174
I 0.213 -2.162 2.558 0.180
S 1.028 -0.164 -0.034 0.494
C -1.377 0.474 -0.848 -0.183
C -1.598 -0.432 0.274 -0.242
C -0.377 -0.898 0.746 -0.356
C -0.014 0.823 -1.040 -0.417
```

The following is a DFT calculation (ωB97M-V/def2-TZVPD) of C52H40LaNO8PS3 as an isolated structure.

- Net charge: +1
- F_max: 3.53 eV/A
- LUMO energy: -5.377 eV
- E_tot: -115088.5811 eV
- Highest occupied orbital energy: -9.3 eV

Geometry as XYZ:
```
106
Properties=species:S:1:pos:R:3:mulliken_charge:R:1
La -0.546 0.574 2.148 1.845
S -0.125 -1.972 -0.462 0.353
S 0.894 2.437 4.614 0.756
S 2.328 1.338 0.276 0.363
P -4.024 2.336 0.377 0.907
O -1.412 -1.380 3.329 -0.733
O -0.552 2.235 4.412 -0.377
O -3.563 -2.068 3.307 -0.522
O 1.691 0.366 1.236 -0.133
O -2.969 -0.290 2.172 -0.411
O -1.108 2.559 1.236 -0.259
O 1.604 1.249 4.095 -0.345
O -0.872 -1.051 0.503 0.165
N -2.724 -1.295 2.976 0.973
C -1.144 -3.585 -0.430 0.267
C -2.846 6.271 0.696 -0.797
C 2.657 -3.920 1.932 -1.178
C -8.369 3.247 1.820 -0.353
C 4.053 1.677 0.764 0.603
C 2.945 -1.574 -2.565 1.070
C -6.664 3.541 0.145 -0.184
C -7.418 2.723 2.686 -0.590
C 3.193 -2.755 -5.152 -0.664
C -3.605 5.140 0.408 -0.273
C -5.571 1.786 -1.865 -0.799
C -3.739 2.688 -3.758 -0.449
C 3.893 -2.659 0.193 0.532
C 3.112 -2.972 -2.709 -0.665
C -2.566 -5.955 -0.004 0.902
C -3.218 -4.708 -0.080 -0.651
C 3.013 0.595 -3.540 -1.583
C -0.978 4.927 1.302 -0.237
C 3.200 -1.389 -5.020 -0.760
C 4.801 2.619 0.047 -0.360
C 5.983 3.089 0.578 -0.865
C 4.510 1.191 2.007 -0.092
C 3.293 -3.527 -3.953 -1.040
C -1.724 3.761 1.065 -0.084
C -6.107 2.559 2.233 -0.708
C -3.359 2.686 -2.405 -0.384
C -3.105 3.846 0.600 0.179
C -5.895 1.839 -3.168 -0.327
C -0.531 -4.829 -0.482 -0.300
C 1.449 -2.361 0.421 0.283
C 6.518 2.626 1.777 0.630
C -7.973 3.676 0.543 -0.933
C 6.140 -4.405 0.604 -0.543
C 6.200 -3.304 -0.326 -0.798
C 2.724 -1.020 -1.261 -0.564
C 2.585 0.332 -1.159 0.925
C -1.159 -5.997 -0.079 -0.918
C 5.733 1.636 2.494 -0.957
C -1.533 6.173 1.148 -0.642
C 3.910 -3.641 1.305 0.748
C -4.970 2.284 -4.142 -0.563
C -5.703 2.824 0.892 0.115
C 2.785 1.091 -2.272 -0.874
C -2.505 -3.496 -0.254 -0.665
C 1.473 -3.303 1.494 -0.843
C 7.649 3.342 2.472 -1.324
C 2.630 -2.009 -0.200 0.821
C 3.061 -0.777 -3.752 0.716
C -4.311 2.323 -1.422 0.460
C 5.075 -4.527 1.466 -1.018
C -3.456 -7.169 0.221 -1.257
C 5.129 -2.445 -0.473 -0.772
H -4.297 -4.650 0.136 0.342
H 3.175 -3.199 -6.125 0.475
H -3.084 -2.550 -0.310 0.431
H 7.290 4.164 3.089 0.284
H 3.928 0.566 2.675 0.422
H 4.996 -5.291 2.191 0.518
H -6.280 1.270 -1.154 0.389
H -2.286 2.915 -2.125 0.264
H -4.620 5.253 0.085 0.423
H -2.755 -8.067 0.292 0.319
H -3.082 3.181 -4.443 0.407
H 3.324 -0.757 -5.921 0.385
H 7.045 -5.030 0.724 0.375
H 0.063 4.755 1.644 0.274
H 4.455 2.981 -0.887 0.436
H -6.980 1.597 -3.454 0.288
H 8.375 3.735 1.691 0.359
H 0.573 -3.600 1.998 0.761
H 2.685 2.155 -2.105 0.764
H 7.018 -3.297 -1.100 0.332
H -3.321 7.269 0.554 0.344
H -4.151 -7.270 -0.662 0.323
H -8.680 4.196 -0.057 0.439
H -7.698 2.389 3.709 0.343
H 0.480 -4.925 -0.685 0.505
H -9.454 3.345 2.073 0.314
H -4.068 -7.129 1.143 0.329
H -6.382 3.839 -0.871 0.521
H 6.424 3.897 0.049 0.410
H -0.525 -6.826 0.182 0.370
H -5.382 2.155 2.867 0.452
H 6.154 1.136 3.383 0.330
H -5.333 2.369 -5.175 0.353
H 2.633 -4.825 2.578 0.340
H 3.013 1.281 -4.385 0.380
H 3.099 -3.588 -1.835 0.448
H 5.119 -1.730 -1.276 0.587
H 3.367 -4.627 -4.043 0.367
H 8.246 2.653 3.163 0.342
H -0.971 7.056 1.325 0.438
```

The following is a DFT calculation (ωB97M-V/def2-TZVPD) of C3H4N2O as an isolated structure.

- Net charge: 0
- Relative energy (zero: lowest compared OMol25 entry of this formula, charge and spin): 3.617 eV
- F_max: 0.36 eV/A
- LUMO energy: 0.174 eV
- E_tot: -8200.2685 eV
- Highest occupied orbital energy: -9.5 eV

Geometry as XYZ:
```
10
Properties=species:S:1:pos:R:3:nbo_charge:R:1
O 1.793 -0.224 -0.401 -0.639
N -1.611 0.007 0.760 -0.266
N -1.380 1.207 0.220 -0.202
C -0.173 1.249 -0.335 -0.123
C -0.529 -0.769 0.552 -0.179
C 0.487 0.018 -0.150 0.149
H 0.208 2.106 -0.872 0.220
H -0.363 -0.793 -0.764 0.313
H -0.438 -1.777 0.942 0.238
H 2.079 -1.046 0.017 0.489
```